Record 1
{"formula": "C34H50B2N6O10P", "method": "the ωB97M-V functional and the def2-TZVPD basis", "orbital_gap_ev": 7.5, "lumo_energy_ev": -3.3, "charge": 1, "elements": ["C", "C", "O", "C", "C", "C", "C", "C", "C", "N", "P", "C", "C", "C", "C", "C", "B", "O", "O", "C", "C", "C", "N", "B", "N", "O", "H", "H", "H", "H", "H", "H", "H", "H", "H", "H", "H", "H", "H", "H", "H", "H", "H", "H", "H", "H", "H", "H", "H", "H", "H", "H", "H", "H", "H", "H", "H", "H", "H", "H", "H", "C", "C", "C", "C", "C", "C", "N", "O", "O", "H", "H", "H", "H", "H", "C", "C", "C", "C", "C", "C", "N", "O", "O", "H", "H", "H", "H", "H", "C", "C", "C", "C", "C", "C", "N", "O", "O", "H", "H", "H", "H", "H"], "xyz": [[-3.765420, 4.877510, 8.610334], [-3.001227, 4.417509, 7.194926], [-2.591163, 3.004929, 7.218274], [-1.810146, 2.649520, 5.994956], [-2.732582, 2.070130, 4.767931], [-2.099707, 0.701205, 4.049821], [-3.016774, 0.450164, 2.703829], [-2.592711, -0.864378, 1.820599], [-0.981198, -1.155466, 1.736664], [0.181212, -0.230204, 1.319833], [-0.220057, 1.396154, 0.792042], [-1.238416, 1.323640, -0.827041], [-0.526426, 0.188349, -1.780156], [1.225591, 2.611683, 0.673112], [2.090637, 2.432938, -0.747569], [1.430792, -1.046652, 1.493732], [2.942860, -0.480735, 1.218517], [3.439589, 0.590230, 2.151559], [3.897515, -0.932057, 0.190137], [3.244334, -1.650281, -0.914212], [4.480857, -2.360556, -1.784778], [1.125949, -2.582521, 1.996517], [-0.382583, -2.507083, 2.093888], [-1.019051, -3.814236, 2.529603], [-0.909261, -4.466316, 3.896020], [-1.799753, -4.557139, 1.484108], [-4.888418, 4.490398, 8.582939], [-3.805056, 6.041355, 8.746616], [-3.239606, 4.416176, 9.563404], [-2.111217, 5.183036, 7.061427], [-3.783870, 4.666840, 6.339733], [-0.942512, 1.910865, 6.276676], [-1.301053, 3.674764, 5.655960], [-3.809863, 1.880978, 5.187532], [-2.818843, 2.919261, 3.940574], [-0.981441, 0.945579, 3.762443], [-2.162690, -0.201562, 4.826135], [-3.026525, 1.430587, 2.037002], [-4.127017, 0.291586, 3.089225], [-2.973327, -0.682099, 0.705803], [-3.222060, -1.768557, 2.225588], [-1.296945, 2.396331, -1.299940], [-2.333211, 1.006508, -0.535509], [-0.218105, 0.680991, -2.795681], [0.461806, -0.273611, -1.317505], [-1.267772, -0.725386, -1.937439], [0.758938, 3.707551, 0.591377], [1.938832, 2.656516, 1.618703], [1.647788, 3.153748, -1.584001], [1.983386, 1.308638, -1.125786], [3.244296, 2.655293, -0.535545], [3.855463, 1.267787, 1.523641], [2.541182, -2.528672, -0.593261], [2.757830, -0.858702, -1.625465], [4.359454, -2.174355, -2.944975], [4.610520, -3.507869, -1.527056], [5.514497, -1.851307, -1.484633], [1.825582, -3.496321, 2.210504], [-1.903940, -4.687215, 4.176214], [-0.498879, -5.428967, 3.696927], [-1.313978, -4.497817, 0.588870], [2.806188, 4.237275, -6.431331], [2.728627, 2.960251, -6.989303], [1.745599, 2.067025, -6.558957], [0.838363, 2.466550, -5.567961], [0.918772, 3.745269, -5.000622], [1.907958, 4.628819, -5.437109], [-0.213204, 1.541134, -5.129459], [-0.239468, 0.412188, -5.641801], [-1.016681, 1.942826, -4.275581], [3.570870, 4.932223, -6.774130], [3.433208, 2.661906, -7.762679], [1.698362, 1.075433, -7.003783], [0.224261, 4.066657, -4.227246], [1.976710, 5.624732, -5.005046], [-7.108566, -3.269948, 6.898616], [-5.719108, -3.303663, 7.026717], [-4.962366, -4.155379, 6.219675], [-5.610015, -4.969423, 5.280179], [-7.005386, -4.943213, 5.154806], [-7.751760, -4.089399, 5.969420], [-4.818092, -5.848239, 4.411266], [-3.587742, -5.856887, 4.565761], [-5.424305, -6.527758, 3.570552], [-7.693910, -2.600087, 7.526200], [-5.225196, -2.663104, 7.754239], [-3.880424, -4.169894, 6.331679], [-7.521336, -5.573256, 4.433289], [-8.835237, -4.059553, 5.877593], [7.977450, -0.803944, -9.400988], [7.263570, -1.027513, -8.222628], [5.917414, -0.666208, -8.140670], [5.292048, -0.083211, -9.251436], [6.008372, 0.149421, -10.433056], [7.354900, -0.213569, -10.502120], [3.870522, 0.275467, -9.180102], [3.276325, 0.071297, -8.111016], [3.345087, 0.757761, -10.193684], [9.025402, -1.092518, -9.462010], [7.756129, -1.486734, -7.368195], [5.374945, -0.847132, -7.215279], [5.536818, 0.605600, -11.300976], [7.918786, -0.039889, -11.415967]], "forces_ev_per_angstrom": [[-0.3, -0.9, 0.0], [-1.0, 1.8, 0.7], [0.5, 1.3, -1.6], [0.4, 1.2, -0.3], [0.2, 0.2, -0.1], [-0.7, 1.1, 0.2], [0.0, 0.3, 0.7], [-0.2, 0.6, -0.8], [3.3, -1.9, 0.3], [-0.4, -6.9, 1.8], [-2.0, 2.9, 1.5], [0.7, -1.2, -0.6], [0.0, -0.4, -0.6], [1.6, 1.0, -1.6], [0.3, -0.4, 0.3], [-1.5, -3.7, 0.6], [2.7, 1.5, 0.5], [-1.0, -1.2, -4.0], [-4.2, 0.4, 2.0], [1.7, -1.1, -2.2], [0.7, 0.4, 0.2], [-2.5, 7.0, -1.9], [2.0, 3.3, -0.8], [-2.5, -2.8, -1.0], [-0.3, 0.0, -2.2], [3.5, 2.0, 0.5], [2.4, 0.8, 0.1], [0.3, -2.3, -0.6], [-1.0, 0.9, -2.1], [-1.4, -1.9, 0.1], [1.7, -0.8, 1.5], [-1.9, 1.3, -0.3], [-0.9, -2.3, 0.5], [2.1, 0.2, -0.8], [0.2, -1.9, 1.7], [-2.2, -0.7, 0.5], [0.2, 1.9, -1.8], [0.2, -2.2, 1.4], [2.3, 0.2, -1.0], [0.9, -0.5, 2.3], [1.9, 1.4, -0.8], [0.3, -2.1, 0.9], [2.3, 0.7, -0.5], [-0.8, -1.3, 2.0], [-2.1, 1.0, -0.7], [1.6, 2.0, 0.1], [0.5, -2.6, 0.4], [-1.8, -0.5, -1.9], [1.1, -1.6, 1.8], [0.4, 2.5, 0.7], [-2.6, -0.4, -0.7], [-0.3, -1.4, 1.5], [1.1, 2.1, -0.4], [0.5, -1.6, 1.5], [0.0, -0.6, 2.4], [-0.5, 2.4, -0.7], [-2.4, -1.0, -0.5], [-1.8, 2.1, -0.3], [1.2, 0.1, -0.2], [-0.8, 1.4, 0.4], [-1.5, 0.2, 1.8], [-0.1, -0.1, 0.0], [-0.3, 0.1, 0.3], [-0.2, 0.0, 0.1], [0.7, 0.6, -0.3], [0.0, 0.0, 0.0], [-0.1, -0.4, -0.1], [-0.6, -0.9, -0.3], [-0.1, 1.8, 1.0], [0.8, -0.4, -1.0], [-0.2, -0.1, 0.1], [-0.2, 0.0, 0.2], [-0.1, 0.3, 0.2], [0.1, -0.2, -0.2], [-0.1, -0.2, -0.1], [0.1, -0.1, -0.1], [-0.1, -0.2, -0.3], [-0.1, 0.0, -0.1], [-0.5, 0.6, 0.6], [0.0, 0.0, 0.0], [0.4, 0.0, 0.0], [0.1, -0.9, -1.0], [-1.4, 0.0, -0.3], [1.2, 1.1, 1.4], [0.1, -0.2, -0.1], [-0.1, -0.2, -0.2], [-0.3, -0.1, -0.1], [0.3, 0.1, 0.1], [0.2, -0.1, 0.0], [-0.1, 0.0, 0.0], [-0.2, 0.2, -0.3], [0.0, 0.0, -0.1], [0.9, -0.3, 0.0], [0.0, 0.0, 0.0], [-0.2, -0.1, 0.3], [-1.1, 0.3, -0.3], [0.8, 0.2, -1.5], [0.7, -0.7, 1.7], [-0.2, 0.1, 0.0], [-0.2, 0.1, -0.2], [0.0, 0.1, -0.3], [-0.1, -0.1, 0.3], [-0.2, 0.0, 0.2]], "mulliken_charge": [-0.941, -0.199, -0.365, -0.452, -0.595, -0.114, -0.555, -0.601, -0.095, 0.166, -0.114, -0.477, 0.146, -0.563, -0.354, 0.353, 0.483, -0.545, -0.455, 0.324, -0.982, -0.856, 0.634, 0.352, -0.612, -0.515, 0.241, 0.305, 0.274, 0.263, 0.219, 0.321, 0.256, 0.258, 0.267, 0.158, 0.243, 0.199, 0.461, 0.209, 0.349, 0.419, 0.289, -0.394, -0.205, 0.360, 0.431, 0.351, 0.181, -0.120, 0.241, 0.311, 0.113, -0.002, 0.267, 0.273, 0.270, 0.340, 0.250, 0.288, 0.320, -0.526, -0.277, -0.323, -0.140, -0.145, -0.650, 0.954, -0.566, -0.611, 0.384, 0.292, 0.721, 0.496, 0.388, -0.400, -0.550, -0.194, 0.073, -0.358, -0.426, 1.004, -0.680, -0.561, 0.379, 0.393, 0.459, 0.439, 0.373, -0.373, -0.486, -0.297, 0.127, -0.349, -0.447, 0.931, -0.563, -0.579, 0.372, 0.359, 0.485, 0.428, 0.372]}

---

Record 2
{"formula": "C34H50Cl2N3O11PSiSr", "method": "the ωB97M-V functional and the def2-TZVPD basis", "orbital_gap_ev": [5.3, 3.7], "relative_energy_kj_mol": 107.4, "lumo_energy_ev": [4.0, 4.0], "charge": -2, "elements": ["Sr", "O", "C", "C", "N", "C", "C", "O", "O", "C", "C", "O", "O", "H", "H", "H", "H", "H", "H", "H", "H", "H", "Cl", "C", "C", "C", "Cl", "C", "O", "C", "C", "O", "C", "H", "H", "H", "C", "C", "N", "C", "C", "C", "O", "C", "C", "C", "C", "N", "C", "H", "H", "H", "H", "H", "H", "H", "H", "H", "H", "H", "H", "H", "H", "C", "Si", "C", "C", "C", "C", "H", "H", "H", "H", "H", "H", "H", "H", "H", "C", "C", "O", "P", "O", "C", "C", "O", "C", "C", "H", "H", "H", "H", "H", "H", "H", "H", "H", "H", "H", "H", "H", "H", "H"], "xyz": [[1.318556, 0.715771, 0.932707], [2.730482, 2.423586, -1.183173], [2.049990, 2.384608, -2.433887], [1.316901, 1.075611, -2.693149], [0.311601, 0.743770, -1.681078], [-0.775489, 1.727523, -1.634893], [-0.446581, 2.975722, -0.805783], [-1.009983, 4.034507, -1.124216], [0.385102, 2.781499, 0.144650], [-0.230862, -0.608638, -1.908643], [-0.689701, -1.357625, 0.637262], [-1.967719, -1.913647, 0.916970], [0.200055, -1.163719, 1.460960], [2.050874, 2.674575, -0.521354], [2.798341, 2.496246, -3.218837], [1.360387, 3.228698, -2.524670], [2.054434, 0.272830, -2.698545], [0.863026, 1.127025, -3.699234], [-1.630107, 1.245862, -1.146626], [-1.091880, 2.033163, -2.637746], [0.614584, -1.238528, -2.123707], [-0.878168, -0.627011, -2.803954], [7.791321, 2.261600, 5.171570], [6.516607, 1.603362, 4.128210], [6.696485, 0.355502, 3.555084], [5.677423, -0.144125, 2.705552], [5.991470, -1.750034, 2.047720], [4.484117, 0.522895, 2.387344], [3.574352, 0.078190, 1.559166], [4.322803, 1.813467, 3.087522], [3.136221, 2.550467, 3.002136], [2.056205, 2.228801, 2.353937], [5.369496, 2.325785, 3.914935], [7.582031, -0.232359, 3.749645], [3.126462, 3.491030, 3.578533], [5.231889, 3.290989, 4.392859], [-6.821485, 0.833645, -0.011319], [-6.347442, 2.173284, 0.529603], [-4.950151, 2.134106, 0.956454], [-3.956629, 2.602581, -0.031578], [-3.732913, 4.109653, 0.006636], [-4.693182, 1.994248, 2.284803], [-5.581414, 1.868390, 3.118746], [-3.259664, 2.047341, 2.733620], [-2.962190, 2.827979, 3.834470], [-1.651524, 2.920556, 4.263836], [-0.672364, 2.225853, 3.569035], [-0.957162, 1.428985, 2.542836], [-2.230193, 1.325624, 2.152561], [-7.855979, 0.902120, -0.362409], [-6.771906, 0.081957, 0.779001], [-6.196519, 0.496500, -0.842270], [-6.951037, 2.453632, 1.383314], [-6.443983, 2.950694, -0.229560], [-4.320156, 2.296258, -1.012834], [-3.009111, 2.098615, 0.115467], [-4.612852, 4.656025, -0.350424], [-2.865154, 4.365344, -0.606899], [-3.518563, 4.426773, 1.031442], [-3.764681, 3.357448, 4.333561], [-1.381344, 3.536695, 5.110424], [0.381977, 2.312220, 3.812271], [-2.436590, 0.619309, 1.344485], [-3.246821, -3.757542, -2.555586], [-3.659516, -2.304985, -1.443410], [-4.263064, -0.974502, -2.615004], [-5.075219, -2.851094, -0.361920], [-2.269791, -1.649717, -0.485440], [-0.986534, -1.131742, -0.734584], [-4.143575, -4.127949, -3.068282], [-2.809530, -4.582753, -1.980549], [-2.512975, -3.461871, -3.317136], [-5.129321, -1.321049, -3.196101], [-3.470841, -0.686817, -3.319227], [-4.550401, -0.072875, -2.061262], [-5.891022, -3.231503, -0.987265], [-5.457668, -2.022117, 0.242698], [-4.763257, -3.647453, 0.324516], [0.979547, -3.991409, -2.267898], [2.015937, -3.145153, -2.997593], [3.112991, -2.711503, -2.195212], [2.998151, -1.756282, -0.811783], [4.583372, -1.584039, -0.689961], [5.183679, -0.353578, -1.101392], [5.981931, -0.562380, -2.372844], [2.708398, -2.876013, 0.299758], [3.583935, -3.961807, 0.631862], [2.759122, -5.216371, 0.818806], [0.118316, -4.167608, -2.923692], [0.616725, -3.505030, -1.359225], [1.401794, -4.958360, -1.984239], [1.530745, -2.289878, -3.477835], [2.457398, -3.736916, -3.798102], [5.819967, -0.032813, -0.281745], [4.421988, 0.421240, -1.233018], [6.822814, -1.235912, -2.187215], [6.370898, 0.396349, -2.733667], [5.351013, -1.007753, -3.147659], [4.088810, -3.693904, 1.554780], [4.338071, -4.088224, -0.142662], [1.937674, -5.019720, 1.514331], [3.386428, -6.014670, 1.228365], [2.331289, -5.557500, -0.126141]], "forces_ev_per_angstrom": [[0.9, 0.1, -0.6], [-0.3, -0.2, -0.4], [0.0, 0.0, 0.3], [-0.1, 0.0, 0.3], [-0.3, 0.1, -0.3], [0.2, -0.2, 0.1], [0.5, 0.2, 0.2], [0.4, -0.3, 0.1], [-0.9, 0.9, -0.9], [-0.4, 0.3, 0.3], [-0.2, -0.2, -0.3], [0.1, 0.1, -0.3], [-0.8, -1.7, 0.6], [0.1, 0.4, -0.2], [0.1, 0.0, 0.0], [0.0, 0.1, 0.0], [0.0, -0.1, 0.0], [0.0, 0.0, 0.0], [0.1, 0.0, -0.1], [0.0, 0.0, -0.1], [0.3, -0.2, -0.1], [0.0, 0.0, 0.0], [-0.1, -0.1, -0.1], [-0.1, -0.1, -0.1], [-0.1, -0.1, -0.1], [0.2, 0.1, 0.2], [-0.1, 0.1, 0.0], [-0.4, -0.1, -0.4], [1.1, 0.1, 0.8], [0.0, -0.1, -0.1], [-0.6, -0.3, -0.4], [1.2, 1.5, 1.6], [-0.1, 0.0, 0.0], [0.0, 0.0, 0.0], [0.0, 0.0, -0.1], [0.0, -0.1, 0.0], [0.0, -0.1, 0.0], [0.2, -0.1, 0.0], [0.0, 0.0, -0.2], [-0.1, 0.2, 0.2], [-0.2, 0.1, 0.0], [0.3, 0.0, -0.1], [-0.2, -0.1, 0.1], [-0.3, -0.1, -0.2], [0.1, 0.2, 0.3], [-0.1, 0.0, 0.0], [0.0, 0.0, 0.0], [-0.3, -0.2, -0.1], [0.4, -0.2, -0.1], [0.1, 0.0, 0.0], [0.0, 0.0, -0.1], [-0.1, 0.0, 0.1], [-0.1, 0.1, 0.2], [0.0, 0.0, 0.0], [0.0, -0.1, -0.1], [-0.1, 0.0, 0.0], [0.0, 0.0, 0.1], [-0.2, 0.0, 0.1], [0.0, 0.0, -0.1], [0.0, 0.0, 0.0], [0.0, 0.0, 0.0], [-0.1, 0.0, -0.1], [0.1, 0.1, 0.2], [0.3, -0.3, -0.2], [-0.1, 0.1, -0.1], [-0.1, 0.3, -0.2], [-0.2, 0.0, 0.3], [-0.1, -0.1, 0.1], [0.1, 0.2, 0.1], [0.1, 0.0, 0.0], [-0.1, 0.1, -0.1], [-0.1, -0.1, 0.1], [0.1, 0.1, 0.1], [-0.1, 0.0, 0.1], [0.1, -0.1, -0.1], [0.0, 0.0, 0.1], [0.0, -0.1, -0.1], [-0.1, 0.1, -0.1], [0.0, 0.0, 0.0], [0.0, 0.1, 0.3], [-0.2, -0.1, -0.2], [0.0, -0.5, -0.2], [0.2, 0.0, -0.2], [-0.1, 0.1, 0.1], [0.0, 0.0, 0.0], [0.0, -0.1, 0.0], [-0.1, 0.1, 0.0], [-0.1, 0.0, 0.0], [0.1, 0.0, 0.1], [0.0, 0.0, -0.1], [0.0, 0.1, 0.0], [0.0, 0.1, 0.0], [0.1, 0.0, -0.1], [0.1, 0.0, 0.1], [0.0, 0.0, 0.0], [0.0, 0.0, 0.0], [0.0, -0.1, 0.0], [0.1, 0.1, 0.0], [0.1, 0.1, 0.1], [0.1, 0.0, -0.1], [0.1, 0.0, -0.1], [-0.1, 0.0, 0.0], [0.0, 0.0, 0.1]], "mulliken_charge": [1.768, -0.547, -0.971, -0.431, 1.585, 0.300, -0.055, -0.922, -0.769, 1.621, 0.294, -0.564, -1.011, 0.441, 0.563, 0.285, 0.096, 0.148, -0.374, 0.075, -2.172, 0.209, -0.319, 0.412, -0.981, 0.710, -0.296, -1.101, 0.561, 1.313, -1.291, -0.485, -1.115, 0.407, 0.075, 0.283, -0.757, -1.064, 0.594, 1.284, -1.298, 0.395, -0.715, -0.217, -0.474, -0.943, -0.456, 0.681, -1.111, 0.447, 0.235, 0.012, 0.578, 0.393, 0.498, -1.765, 0.410, 0.437, 0.241, 0.451, 0.406, 0.389, 1.348, -1.100, 0.007, -0.724, -0.883, -0.781, 1.630, 0.303, 0.317, 0.259, 0.363, 0.367, -0.167, 0.283, 0.114, 0.316, -0.544, -0.497, -0.415, 0.684, -0.332, 0.331, -1.541, -0.091, -0.108, -1.265, 0.348, 0.032, 0.192, 0.222, 0.421, 0.245, -0.120, 0.353, 0.411, 0.267, 0.173, 0.321, 0.271, 0.409, 0.189]}